1.
{"formula": "C4H6N3O2STc", "method": "wB97M-V/def2-TZVPD", "species": ["Tc", "N", "C", "O", "C", "C", "H", "H", "H", "H", "H", "H", "O", "N", "S", "C", "N"], "positions_angstrom": [[-0.917, -0.541, -1.029], [2.777, 0.834, -0.018], [1.504, 0.644, -0.025], [1.000, -0.319, -0.758], [0.478, 1.402, 0.750], [-0.849, 1.162, 0.073], [3.395, 0.248, -0.576], [3.200, 1.575, 0.535], [0.685, 2.480, 0.798], [0.453, 1.045, 1.786], [-0.888, 1.576, -0.993], [-1.730, 1.482, 0.627], [-3.873, -0.279, -0.648], [-2.808, -0.446, -0.852], [-0.755, -5.005, 0.579], [-0.814, -3.485, 0.073], [-0.857, -2.373, -0.322]], "mulliken_spin": [1.999, 0.018, 0.005, 0.086, 0.007, -0.174, -0.001, -0.001, -0.010, 0.002, 0.010, 0.009, 0.048, -0.097, 0.958, -0.133, 0.274], "total_charge": 3, "total_energy_ha": -948.3946, "largest_force_ev_per_a": 0.4, "multiplicity": 4}

2.
{"formula": "C31H45BrErN5O5P3", "method": "wB97M-V/def2-TZVPD", "species": ["Er", "O", "C", "O", "C", "C", "N", "N", "C", "C", "O", "O", "H", "H", "H", "C", "P", "C", "C", "C", "C", "C", "C", "C", "P", "C", "C", "H", "H", "H", "H", "H", "H", "H", "H", "H", "H", "H", "H", "H", "H", "H", "H", "Br", "C", "C", "C", "C", "C", "C", "H", "H", "H", "H", "C", "C", "C", "C", "O", "H", "H", "H", "H", "H", "H", "H", "H", "H", "C", "N", "C", "N", "C", "N", "C", "P", "C", "C", "H", "H", "H", "H", "H", "H", "H", "H", "H", "H", "H", "H", "H"], "positions_angstrom": [[-0.010, -0.012, -0.190], [-4.284, -2.840, -1.152], [-5.049, -1.760, -0.919], [-6.243, -1.815, -0.963], [-4.307, -0.528, -0.550], [-4.708, 0.767, -0.758], [-3.706, 1.558, -0.333], [-2.672, 0.861, 0.156], [-3.046, -0.405, 0.044], [-1.932, -1.356, 0.333], [-1.452, -1.956, -0.668], [-1.321, -1.230, 1.423], [-3.340, -2.609, -1.187], [-5.621, 1.155, -1.187], [-3.639, 2.557, -0.419], [2.013, -3.685, 0.669], [1.852, -1.883, 0.946], [1.845, -1.844, 2.772], [3.494, -1.242, 0.463], [4.558, -1.139, 1.357], [5.780, -0.620, 0.948], [5.948, -0.211, -0.367], [4.896, -0.314, -1.268], [3.660, -0.821, -0.871], [2.207, -0.873, -2.002], [2.768, -0.024, -3.512], [2.203, -2.615, -2.616], [2.724, -4.097, 1.385], [2.367, -3.893, -0.337], [1.041, -4.164, 0.802], [2.632, -2.467, 3.192], [0.877, -2.231, 3.094], [1.952, -0.823, 3.133], [4.442, -1.463, 2.385], [6.596, -0.535, 1.655], [6.900, 0.191, -0.695], [5.045, 0.019, -2.289], [3.012, 1.020, -3.335], [1.936, -0.060, -4.217], [3.623, -0.544, -3.945], [3.184, -3.067, -2.482], [1.964, -2.600, -3.680], [1.445, -3.217, -2.117], [-2.288, 1.851, -6.663], [-1.699, 1.404, -4.925], [-1.768, 2.349, -3.916], [-1.327, 1.999, -2.641], [-0.806, 0.743, -2.317], [-0.764, -0.162, -3.386], [-1.200, 0.138, -4.674], [-2.151, 3.341, -4.124], [-1.386, 2.773, -1.873], [-0.385, -1.170, -3.224], [-1.154, -0.599, -5.467], [2.294, 2.579, -1.324], [1.829, 2.821, 0.104], [0.993, 4.096, 0.162], [3.078, 2.969, 0.980], [1.050, 1.738, 0.603], [2.740, 3.480, -1.753], [1.464, 2.273, -1.963], [3.058, 1.799, -1.317], [1.534, 4.946, -0.261], [0.738, 4.347, 1.200], [0.065, 3.962, -0.402], [3.864, 3.517, 0.452], [3.464, 1.975, 1.230], [2.876, 3.517, 1.908], [-0.145, 1.645, 5.848], [0.536, 2.615, 4.861], [-0.483, 3.699, 4.480], [-1.664, 3.113, 3.957], [-2.256, 2.199, 4.936], [-1.341, 1.116, 5.297], [-1.085, 0.215, 4.151], [-0.279, 1.028, 2.672], [1.046, 1.902, 3.636], [-1.462, 2.471, 2.647], [-0.341, 2.227, 6.745], [0.580, 0.861, 6.058], [1.319, 3.060, 5.336], [0.004, 4.346, 3.753], [-0.691, 4.252, 5.395], [-3.164, 1.770, 4.518], [-2.515, 2.763, 5.833], [-2.027, -0.223, 3.819], [-0.462, -0.618, 4.489], [1.508, 2.638, 2.980], [1.818, 1.199, 3.952], [-2.418, 2.100, 2.288], [-1.100, 3.207, 1.930]], "mulliken_spin": [3.041, 0.000, 0.000, 0.000, 0.000, 0.000, 0.001, -0.003, -0.001, -0.006, 0.000, 0.000, 0.000, 0.000, 0.000, 0.000, 0.000, -0.001, 0.001, -0.001, 0.000, 0.001, -0.002, -0.001, 0.003, 0.001, -0.001, 0.000, 0.000, 0.000, 0.000, 0.000, 0.000, 0.000, 0.000, 0.000, 0.000, 0.000, 0.000, 0.000, 0.000, 0.000, 0.000, 0.000, 0.001, -0.001, -0.007, -0.001, 0.000, 0.000, 0.000, -0.001, -0.001, 0.000, 0.004, -0.003, -0.001, -0.001, -0.013, 0.000, -0.002, 0.000, 0.000, 0.000, 0.000, 0.000, 0.000, 0.000, 0.000, 0.000, 0.000, 0.000, 0.000, 0.000, 0.000, -0.005, 0.002, -0.001, 0.000, 0.000, 0.000, 0.000, 0.000, 0.000, 0.000, 0.000, 0.000, -0.001, 0.000, 0.000, 0.000], "total_charge": 1, "total_energy_ha": -6471.2787, "largest_force_ev_per_a": 2.0, "multiplicity": 4}

3.
{"formula": "C27H38Cl2N4S4Sr", "method": "wB97M-V/def2-TZVPD", "species": ["Sr", "C", "C", "S", "C", "C", "S", "C", "C", "S", "C", "C", "S", "H", "H", "H", "H", "H", "H", "H", "H", "H", "H", "H", "H", "H", "H", "H", "H", "Cl", "C", "C", "C", "C", "C", "C", "C", "H", "H", "H", "H", "H", "H", "Cl", "C", "C", "C", "C", "C", "C", "C", "H", "H", "H", "H", "H", "H", "C", "C", "C", "C", "N", "C", "N", "N", "N", "H", "H", "H", "H", "H", "H", "H", "H", "H", "H"], "positions_angstrom": [[-0.008, 1.033, -1.230], [-1.519, -0.237, -4.507], [-2.836, -0.827, -4.951], [-4.223, -0.195, -3.949], [-3.908, 1.618, -3.934], [-3.135, 2.037, -2.678], [-1.355, 2.124, -2.826], [-1.102, 3.515, -3.919], [0.410, 3.808, -3.804], [1.116, 2.755, -2.528], [0.952, 1.218, -3.447], [0.528, -0.127, -2.947], [-1.218, -0.422, -2.754], [-1.506, 0.821, -4.778], [-0.682, -0.685, -5.051], [-2.843, -1.907, -4.810], [-3.013, -0.598, -6.003], [-4.891, 2.090, -3.954], [-3.404, 1.891, -4.862], [-3.336, 1.320, -1.881], [-3.455, 3.020, -2.324], [-1.726, 4.372, -3.664], [-1.354, 3.195, -4.936], [0.602, 4.841, -3.520], [0.940, 3.593, -4.731], [1.973, 1.014, -3.813], [0.435, 1.436, -4.379], [1.083, -0.356, -2.064], [0.879, -0.825, -3.707], [1.538, 0.861, 6.950], [0.946, 1.302, 5.375], [-0.329, 0.921, 4.991], [-0.793, 1.269, 3.735], [-0.013, 1.997, 2.816], [-0.549, 2.407, 1.529], [1.268, 2.381, 3.259], [1.747, 2.031, 4.508], [-0.949, 0.372, 5.689], [-1.793, 0.976, 3.428], [-0.120, 3.364, 1.221], [-1.642, 2.422, 1.543], [1.897, 2.945, 2.585], [2.739, 2.326, 4.825], [3.339, 2.314, 0.291], [4.023, 0.741, 0.009], [5.301, 0.641, -0.512], [5.822, -0.601, -0.844], [5.038, -1.735, -0.655], [3.764, -1.626, -0.133], [3.190, -0.383, 0.224], [1.872, -0.305, 0.835], [5.895, 1.536, -0.651], [6.825, -0.683, -1.241], [5.439, -2.712, -0.898], [3.164, -2.515, 0.026], [1.858, 0.322, 1.724], [1.483, -1.307, 1.023], [-0.215, -4.586, 3.446], [-1.364, -3.745, 4.000], [-0.852, -2.414, 4.550], [-2.446, -3.521, 2.925], [-1.942, -2.793, 1.779], [-1.838, -1.473, 1.576], [-1.253, -1.283, 0.417], [-1.009, -2.505, -0.087], [-1.415, -3.414, 0.716], [0.487, -4.826, 4.244], [0.321, -4.038, 2.671], [-0.582, -5.520, 3.020], [-1.854, -4.303, 4.803], [-0.346, -1.826, 3.784], [-0.140, -2.594, 5.355], [-1.677, -1.821, 4.951], [-3.278, -2.954, 3.344], [-2.809, -4.482, 2.565], [-2.148, -0.684, 2.238]], "mulliken_charge": [1.294, -0.220, -1.036, -0.091, -0.745, -0.731, -0.029, -0.813, -0.928, 0.060, -0.645, -1.922, 0.106, -0.075, 0.611, 0.436, 0.443, 0.413, 0.328, 0.277, 0.597, 0.583, 0.332, 0.408, 0.393, 0.442, 0.442, 0.711, 0.749, -0.286, 0.264, -0.869, -0.164, 0.868, -1.862, -0.369, -0.680, 0.491, 0.432, 0.397, 0.348, 0.251, 0.427, -0.223, 0.644, -0.715, -0.445, -0.695, -0.455, 0.376, -0.918, 0.411, 0.363, 0.375, 0.390, 0.366, -0.164, -1.465, 0.808, -1.186, -1.203, 0.740, -0.469, 0.365, -0.098, -0.862, 0.454, 0.205, 0.393, 0.335, 0.111, 0.426, 0.313, 0.425, 0.399, 0.360], "total_charge": 0, "total_energy_ha": -3814.1191, "largest_force_ev_per_a": 15.9}